# 1
# C27H61IN2O10P

A 7-piece molecular cluster, C27H61IN2O10P overall (wB97M-V/def2-TZVPD, the OMol25 dataset).

```
! wB97M-V def2-TZVPD RIJCOSX def2/J DEFGRID3
* xyz 1 1
N 2.260 2.100 0.998
P 1.178 0.917 0.872
O 0.905 0.353 2.536
O -0.293 1.624 0.188
C 1.638 -0.578 -0.193
C 0.676 -1.938 -0.034
C -0.645 -2.043 0.928
C -1.967 -2.567 0.048
C -2.522 -1.234 -0.742
C -1.800 -0.951 -2.191
O -1.223 -1.970 -2.879
O -1.733 0.402 -2.825
C 1.044 -3.317 -0.908
C 2.330 -3.266 -1.921
N 3.157 -2.009 -2.064
C 2.864 -0.717 -1.271
I 4.179 0.976 -1.677
H 1.839 3.001 0.617
H 1.292 -0.571 2.591
H -0.313 1.341 -0.788
H -0.443 -2.915 1.712
H -0.990 -1.039 1.420
H -2.803 -2.893 0.820
H -1.727 -3.482 -0.639
H -3.693 -1.282 -0.961
H -2.374 -0.258 -0.072
H -0.811 0.531 -3.226
H 0.413 -4.309 -0.854
H 2.619 -4.205 -2.597
H 3.960 -2.015 -2.745
C -0.557 5.646 1.589
C 0.576 6.261 0.784
C 1.905 6.132 1.511
O 0.296 7.639 0.552
H -0.672 6.152 2.555
H -1.510 5.757 1.060
H -0.380 4.581 1.772
H 0.642 5.770 -0.193
H 1.878 6.656 2.474
H 2.710 6.591 0.926
H 2.157 5.083 1.691
H 0.236 8.083 1.414
C 0.199 -0.576 6.857
C -1.088 -0.902 6.116
C -0.997 -2.246 5.411
O -1.352 0.118 5.156
H 1.045 -0.515 6.164
H 0.123 0.399 7.350
H 0.421 -1.335 7.614
H -1.927 -0.913 6.821
H -0.193 -2.244 4.666
H -1.926 -2.461 4.871
H -0.810 -3.054 6.124
H -0.613 0.135 4.526
C -7.280 -2.115 1.842
C -6.545 -3.422 1.589
C -6.489 -4.277 2.845
O -5.219 -3.141 1.150
H -6.771 -1.521 2.609
H -7.301 -1.504 0.933
H -8.309 -2.297 2.166
H -7.045 -3.976 0.788
H -5.952 -3.760 3.648
H -5.947 -5.209 2.652
H -7.494 -4.524 3.200
H -4.767 -2.648 1.855
C -11.737 -3.385 1.593
C -11.626 -2.183 2.518
C -12.695 -2.216 3.599
O -11.762 -0.987 1.756
H -12.706 -3.398 1.082
H -10.970 -3.341 0.812
H -11.621 -4.322 2.146
H -10.634 -2.166 2.982
H -13.698 -2.188 3.160
H -12.611 -1.340 4.250
H -12.607 -3.118 4.213
H -12.640 -0.993 1.341
C 5.604 3.910 -4.406
C 7.080 3.759 -4.076
C 7.787 2.874 -5.091
O 7.218 3.191 -2.776
H 5.097 2.939 -4.389
H 5.105 4.540 -3.661
H 5.464 4.360 -5.394
H 7.555 4.746 -4.055
H 7.357 1.866 -5.097
H 8.846 2.764 -4.834
H 7.712 3.292 -6.099
H 6.799 2.314 -2.786
C 12.094 0.476 -5.285
C 10.807 0.150 -6.026
C 10.898 -1.193 -6.731
O 10.543 1.171 -6.985
H 12.940 0.537 -5.978
H 12.018 1.451 -4.792
H 12.316 -0.282 -4.528
H 9.969 0.140 -5.320
H 11.702 -1.191 -7.475
H 9.970 -1.409 -7.270
H 11.085 -2.002 -6.017
H 11.282 1.187 -7.616
*
```

- Total energy: -69816.653 eV
- Orbital gap: 6.093 eV

# 2
# C27H61N3O5

A 5-piece molecular cluster, C27H61N3O5 overall (wB97M-V/def2-TZVPD, the OMol25 dataset).

```
! wB97M-V def2-TZVPD RIJCOSX def2/J DEFGRID3
* xyz 0 1
C -3.306 0.224 0.407
C -3.179 -0.883 1.533
C -4.593 -1.250 2.052
C -2.542 -2.158 0.867
C -2.078 -3.186 1.842
C -1.109 -2.561 2.805
C -1.734 -1.345 3.556
C -2.723 -1.838 4.638
C -0.590 -0.559 4.244
N -2.263 -0.384 2.548
O -2.764 0.865 3.137
H -2.325 0.254 -0.106
H -4.009 -0.065 -0.367
H -3.592 1.256 0.651
H -4.660 -2.019 2.839
H -5.172 -0.459 2.465
H -5.202 -1.644 1.210
H -3.297 -2.600 0.208
H -1.691 -1.790 0.354
H -2.928 -3.671 2.408
H -1.639 -4.009 1.183
H -0.188 -2.319 2.260
H -0.875 -3.227 3.631
H -3.532 -2.406 4.176
H -3.223 -0.991 5.060
H -2.275 -2.341 5.508
H 0.023 -1.250 4.817
H -0.734 0.265 4.928
H 0.063 -0.166 3.453
H -3.661 0.620 3.473
C -2.817 4.498 -0.957
C -1.591 4.180 -1.761
C -1.858 2.908 -2.622
C -1.274 5.388 -2.573
C 0.155 5.352 -3.168
C 1.220 5.267 -2.007
C 0.903 4.088 -1.069
C 1.194 2.726 -1.848
C 1.777 4.198 0.228
N -0.495 4.044 -0.733
O -0.752 2.905 0.022
H -3.583 4.974 -1.550
H -2.502 5.260 -0.267
H -3.148 3.625 -0.404
H -1.509 3.124 -3.597
H -2.981 2.816 -2.843
H -1.450 2.035 -2.058
H -2.015 5.508 -3.374
H -1.319 6.186 -1.904
H 0.286 6.240 -3.826
H 0.253 4.511 -3.847
H 1.139 6.142 -1.347
H 2.298 5.185 -2.289
H 0.603 2.729 -2.782
H 2.229 2.538 -1.942
H 1.046 1.859 -1.207
H 1.518 5.035 0.816
H 1.787 3.396 0.956
H 2.789 4.427 0.003
H -1.036 3.183 0.898
C 3.079 -2.639 1.384
C 3.112 -2.774 -0.125
C 3.738 -1.385 -0.606
C 4.092 -3.918 -0.536
C 4.163 -4.152 -2.006
C 2.738 -4.380 -2.584
C 1.682 -3.294 -2.180
C 1.717 -1.958 -2.984
C 0.308 -3.909 -2.484
N 1.808 -3.160 -0.666
O 0.737 -2.435 -0.127
H 4.104 -2.623 1.776
H 2.476 -1.739 1.634
H 2.634 -3.481 1.903
H 3.023 -0.538 -0.438
H 4.545 -1.173 0.103
H 4.220 -1.349 -1.605
H 4.995 -3.603 -0.073
H 3.738 -4.867 -0.035
H 4.511 -3.260 -2.543
H 4.845 -4.996 -2.246
H 2.395 -5.360 -2.176
H 2.696 -4.507 -3.656
H 0.886 -1.347 -2.549
H 1.429 -2.094 -4.009
H 2.585 -1.358 -2.885
H 0.414 -4.306 -3.485
H -0.541 -3.317 -2.268
H 0.311 -4.804 -1.827
H 0.909 -1.467 -0.264
O 2.646 1.521 2.021
H 2.630 0.972 2.836
H 1.951 1.088 1.470
O 0.481 0.460 0.781
H -0.325 0.165 1.287
H 0.197 1.296 0.432
*
```

- Relative energy (zero: lowest compared OMol25 entry of this formula, charge and spin): 1.2101 eV
- Total energy: -43691.802 eV
- Orbital gap: 8.888 eV
- SMILES string: CC1(C)CCCC(C)(C)N1O.CC1(C)CCCC(C)(C)N1O.CC1(C)CCCC(C)(C)N1O.O.O

# 3
# C27H61N4O2S

A 3-piece molecular cluster, C27H61N4O2S overall (wB97M-V/def2-TZVPD, the OMol25 dataset).

```
! wB97M-V def2-TZVPD RIJCOSX def2/J DEFGRID3
* xyz 1 1
C 5.759 -0.369 1.152
C 4.846 0.374 0.915
C 3.738 1.285 0.625
C 2.415 0.514 0.396
C 1.195 1.241 0.970
N 0.117 1.626 -0.017
S 0.721 2.911 -1.115
C -0.331 0.419 -0.790
C -1.451 0.655 -1.802
C -1.124 0.047 -3.159
C 0.056 0.677 -3.890
N 1.338 0.195 -3.352
C -1.032 2.306 0.733
C -2.050 1.381 1.386
C -1.725 0.829 2.794
C -1.817 -0.702 2.924
C -0.525 -1.438 3.321
C 0.339 -1.948 2.171
C -0.317 -3.000 1.278
C 0.361 -3.118 -0.087
C -0.429 -3.863 -1.163
C -1.861 -3.363 -1.334
H 6.573 -1.017 1.360
H 3.997 1.870 -0.261
H 3.612 1.980 1.457
H 2.311 0.310 -0.670
H 2.495 -0.458 0.881
H 1.497 2.176 1.443
H 0.693 0.636 1.721
H 1.826 2.228 -1.441
H 0.548 0.052 -1.308
H -0.614 -0.315 -0.034
H -2.375 0.189 -1.452
H -1.650 1.722 -1.927
H -2.024 0.163 -3.765
H -0.972 -1.033 -3.050
H 0.009 1.762 -3.752
H -0.043 0.488 -4.963
H 2.104 0.418 -3.975
H 1.310 -0.815 -3.271
H -0.550 2.936 1.483
H -1.519 2.972 0.021
H -2.311 0.559 0.726
H -2.958 1.986 1.446
H -2.445 1.274 3.481
H -0.750 1.179 3.143
H -2.575 -0.943 3.669
H -2.195 -1.113 1.983
H 0.078 -0.769 3.946
H -0.784 -2.285 3.961
H 1.253 -2.375 2.595
H 0.671 -1.115 1.539
H -1.383 -2.790 1.171
H -0.234 -3.972 1.774
H 0.619 -2.120 -0.468
H 1.312 -3.638 0.063
H -0.428 -4.937 -0.959
H 0.094 -3.737 -2.115
H -2.304 -3.768 -2.245
H -1.881 -2.269 -1.397
H -2.503 -3.659 -0.503
C -3.947 -1.353 -5.745
C -3.966 -2.231 -4.499
C -4.900 -3.442 -4.591
O -6.270 -3.135 -4.475
C -6.910 -2.710 -5.664
N -4.253 -1.399 -3.324
H -4.827 -0.710 -5.793
H -3.072 -0.703 -5.736
H -3.913 -1.954 -6.655
H -2.957 -2.640 -4.366
H -4.682 -4.102 -3.747
H -4.711 -4.008 -5.513
H -6.515 -3.244 -6.534
H -6.806 -1.635 -5.830
H -7.968 -2.943 -5.560
H -4.140 -1.963 -2.487
H -5.242 -1.165 -3.341
C 3.779 2.315 4.192
C 3.756 3.838 4.113
C 5.135 4.494 4.244
O 5.660 4.501 5.550
C 6.316 3.317 5.959
N 2.779 4.346 5.076
H 3.881 1.965 5.219
H 2.838 1.909 3.813
H 4.600 1.893 3.608
H 3.391 4.116 3.115
H 5.034 5.547 3.968
H 5.851 4.034 3.548
H 6.863 2.862 5.127
H 5.624 2.580 6.374
H 7.027 3.595 6.735
H 2.648 5.344 4.943
H 3.171 4.253 6.009
*
```

- Total energy: -49869.736 eV
- Orbital gap: 8.356 eV

# 4
# C27H63ClN3O4PS

C27H63ClN3O4PS as an isolated structure (wB97M-V/def2-TZVPD, the OMol25 dataset).

```
! wB97M-V def2-TZVPD RIJCOSX def2/J DEFGRID3
* xyz 0 1
C 5.407 -4.099 3.733
C 5.902 -3.816 2.268
C 4.709 -3.587 1.272
Cl 5.450 -3.498 -0.402
C 4.041 -2.203 1.564
O 4.478 -1.120 0.700
S 3.639 0.151 1.383
O 4.147 0.635 2.687
O 3.532 1.285 0.459
O 2.249 -0.662 1.755
C 2.515 -2.097 1.927
P 1.206 -2.823 0.782
C -0.450 -2.773 1.709
C -0.288 -3.030 3.256
C 1.487 -4.654 0.461
C 2.155 -4.836 -0.945
H 5.761 -5.107 4.030
H 5.928 -3.387 4.409
H 4.310 -4.042 3.855
H 6.614 -2.968 2.192
H 6.418 -4.730 1.901
H 4.039 -4.455 1.391
H 4.535 -1.909 2.525
H 2.399 -2.212 3.026
H -1.030 -3.636 1.320
H -0.967 -1.807 1.563
H -0.021 -4.083 3.486
H -1.290 -2.873 3.722
H 0.393 -2.312 3.747
H 0.473 -5.110 0.391
H 2.001 -5.196 1.283
H 2.838 -4.011 -1.226
H 1.329 -4.802 -1.692
H 2.656 -5.821 -1.063
C -0.625 1.668 -0.058
C -1.970 2.259 0.337
N -2.502 1.703 1.571
C -3.897 2.052 1.805
C -4.237 3.528 2.027
C -1.629 1.787 2.733
C -1.147 3.174 3.169
H -0.678 0.578 -0.123
H -0.327 2.048 -1.037
H 0.163 1.937 0.647
H -2.672 2.041 -0.474
H -1.877 3.354 0.382
H -4.271 1.472 2.654
H -4.477 1.698 0.946
H -3.940 3.866 3.020
H -5.319 3.666 1.958
H -3.777 4.178 1.282
H -0.746 1.169 2.540
H -2.117 1.298 3.581
H -0.821 3.786 2.327
H -0.295 3.069 3.844
H -1.918 3.717 3.715
C -3.594 -1.934 -0.084
C -3.172 -2.512 -1.428
N -3.391 -3.946 -1.536
C -2.738 -4.540 -2.696
C -3.212 -4.107 -4.084
C -4.748 -4.404 -1.278
C -5.876 -3.827 -2.138
H -3.101 -2.457 0.737
H -3.310 -0.880 -0.031
H -4.674 -1.987 0.067
H -2.101 -2.316 -1.543
H -3.680 -1.955 -2.228
H -2.807 -5.630 -2.623
H -1.667 -4.322 -2.622
H -4.172 -4.555 -4.342
H -2.495 -4.447 -4.836
H -3.293 -3.024 -4.178
H -4.983 -4.195 -0.229
H -4.774 -5.496 -1.345
H -5.792 -2.746 -2.266
H -6.838 -4.024 -1.659
H -5.913 -4.291 -3.122
C 2.384 4.404 -0.388
C 1.836 4.595 -1.795
N 1.044 5.806 -1.953
C 0.297 5.844 -3.202
C 1.091 5.892 -4.510
C 1.700 7.048 -1.576
C 3.010 7.410 -2.281
H 1.582 4.429 0.353
H 2.880 3.435 -0.314
H 3.122 5.167 -0.129
H 1.198 3.733 -2.013
H 2.672 4.553 -2.508
H -0.393 6.693 -3.177
H -0.348 4.960 -3.231
H 1.522 6.877 -4.686
H 0.422 5.686 -5.350
H 1.889 5.149 -4.540
H 1.895 7.016 -0.499
H 0.993 7.874 -1.695
H 3.689 6.560 -2.363
H 3.528 8.187 -1.714
H 2.835 7.812 -3.279
*
```

- Total energy: -74324.222 eV
- Orbital gap: 8.294 eV